# 1
An isolated molecule of C16H30BBrClF4N4O6P in a non-equilibrium geometry. Source: the OMol25 dataset; level of theory: wB97M-V/def2-TZVPD.

Output
* electronic energy: -5097.85240 a.u.
* E_HOMO: -7.97 eV
* SMILES string: COCCCCN(Br)[C@@](CCC(F)(F)F)(CO[C@](CCCCl)(B(N)O)C(=O)NC(=O)F)P(N)O

Cartesian coordinates (Å):
1 C 0.51 -4.32 2.20
2 O -0.81 -3.73 2.35
3 C -0.98 -3.15 3.68
4 C -0.92 -1.51 3.64
5 C -1.35 -1.08 2.15
6 C -1.55 0.53 1.96
7 N -0.19 1.09 1.66
8 Br 0.45 1.73 3.31
9 C -0.17 2.11 0.58
10 C 1.19 3.03 0.60
11 C 0.98 4.49 1.25
12 C 2.47 5.06 1.55
13 F 2.26 6.28 2.31
14 F 3.20 5.39 0.38
15 F 3.21 4.20 2.45
16 C -0.17 1.48 -0.93
17 O -1.08 0.37 -1.11
18 C -0.57 -0.66 -1.98
19 C -0.21 -0.15 -3.48
20 C 1.27 -0.53 -3.98
21 C 2.44 0.38 -3.30
22 Cl 3.97 0.34 -4.37
23 B -1.85 -1.71 -2.19
24 N -1.88 -2.81 -3.18
25 O -3.03 -1.55 -1.34
26 C 0.60 -1.57 -1.32
27 O 1.32 -1.20 -0.35
28 N 0.84 -2.98 -1.82
29 C 2.27 -3.32 -1.73
30 O 2.84 -3.72 -0.69
31 F 3.12 -3.27 -2.90
32 P -1.61 3.39 0.63
33 N -3.05 2.77 -0.23
34 O -2.11 3.66 2.28
35 H 0.88 -4.88 3.15
36 H 0.44 -5.12 1.36
37 H 1.28 -3.54 1.85
38 H -0.18 -3.50 4.42
39 H -2.05 -3.45 4.01
40 H -1.59 -1.02 4.43
41 H 0.20 -1.25 3.75
42 H -2.33 -1.58 1.79
43 H -0.55 -1.38 1.36
44 H -2.31 0.64 1.12
45 H -2.01 0.95 2.94
46 H 2.09 2.45 1.05
47 H 1.51 3.23 -0.50
48 H 0.45 4.48 2.27
49 H 0.53 5.26 0.51
50 H 0.94 1.22 -1.14
51 H -0.41 2.35 -1.66
52 H -0.94 -0.62 -4.25
53 H -0.33 0.99 -3.62
54 H 1.31 -0.25 -5.11
55 H 1.51 -1.65 -3.95
56 H 2.68 0.01 -2.25
57 H 2.03 1.45 -3.29
58 H -1.70 -3.68 -2.63
59 H -1.08 -2.77 -3.84
60 H -2.76 -1.42 -0.40
61 H 0.38 -3.56 -1.08
62 H -3.65 2.20 0.38
63 H -2.80 2.30 -1.11
64 H -2.96 3.15 2.39

=====

# 2
A structure of composition C16H30BrNO3Si3Sn in a non-equilibrium geometry. Source: the OMol25 dataset; level of theory: wB97M-V/def2-TZVPD.

Output
* electronic energy: -4564.58111 a.u.
* E_HOMO: -15.93 eV
* net charge: +2

Cartesian coordinates (Å):
1 Sn -0.72 1.54 -0.63
2 Br -1.43 3.15 -3.48
3 C -0.70 1.45 -3.93
4 C -0.56 1.02 -5.23
5 C -0.02 -0.25 -5.44
6 C 0.37 -1.02 -4.35
7 C 0.19 -0.49 -3.08
8 N -0.34 0.72 -2.88
9 C 0.58 -1.25 -1.85
10 O 0.76 -2.43 -1.87
11 O 0.69 -0.49 -0.74
12 H -0.88 1.65 -6.05
13 H 0.10 -0.63 -6.45
14 H 0.79 -2.00 -4.47
15 C -1.94 1.37 2.28
16 O -0.63 1.12 1.73
17 Si 0.72 0.93 2.79
18 C 1.07 2.66 3.43
19 C 0.21 -0.16 4.23
20 C 2.06 0.20 1.67
21 Si 2.91 1.50 0.54
22 C 4.03 0.69 -0.73
23 C 1.59 2.47 -0.48
24 C 3.90 2.76 1.51
25 Si 1.49 -1.32 0.71
26 C 3.16 -0.30 2.67
27 C 2.94 -2.41 0.22
28 C 0.07 -2.30 1.44
29 H -2.16 0.66 3.07
30 H -2.70 1.26 1.50
31 H -2.00 2.39 2.68
32 H 0.26 2.99 4.09
33 H 1.17 3.40 2.64
34 H 1.97 2.68 4.04
35 H -0.32 0.43 4.98
36 H 1.08 -0.58 4.73
37 H -0.43 -1.00 3.94
38 H 3.52 -0.03 -1.38
39 H 4.87 0.17 -0.25
40 H 4.48 1.45 -1.37
41 H 1.16 1.86 -1.28
42 H 2.07 3.32 -0.96
43 H 0.81 2.90 0.18
44 H 4.75 2.29 2.01
45 H 3.33 3.29 2.26
46 H 4.31 3.50 0.82
47 H 4.08 -0.60 2.15
48 H 2.83 -1.16 3.25
49 H 3.44 0.49 3.37
50 H 3.89 -1.92 0.38
51 H 2.89 -2.77 -0.81
52 H 2.92 -3.29 0.86
53 H 0.32 -2.67 2.43
54 H -0.15 -3.17 0.82
55 H -0.84 -1.70 1.51

=====

# 3
A structure of composition C16H30F3NOP2W in a non-equilibrium geometry. Source: the OMol25 dataset; level of theory: wB97M-V/def2-TZVPD.

Output
* electronic energy: -1806.40201 a.u.
* E_HOMO (alpha / beta): -14.81 / -14.80 eV
* net charge: +2

Cartesian coordinates (Å):
1 W -0.15 -0.15 0.23
2 P 2.60 -0.39 0.15
3 P -2.59 0.06 0.39
4 N 0.04 0.74 -1.28
5 H 1.30 -0.32 1.05
6 C 3.10 -1.82 -0.76
7 H 4.20 -1.83 -0.68
8 H 2.79 -1.69 -1.80
9 H 2.68 -2.74 -0.36
10 C 3.45 -0.39 1.76
11 H 4.51 -0.55 1.52
12 H 3.07 -1.22 2.38
13 H 3.29 0.55 2.29
14 C 3.19 1.03 -0.77
15 H 4.29 0.93 -0.75
16 H 2.87 1.98 -0.30
17 H 2.81 0.96 -1.80
18 C -3.59 -1.27 -0.39
19 H -4.65 -0.94 -0.34
20 H -3.44 -2.21 0.18
21 H -3.27 -1.39 -1.43
22 C -3.25 0.04 2.08
23 H -4.34 0.18 1.97
24 H -2.80 0.86 2.67
25 H -3.03 -0.94 2.53
26 C -3.16 1.59 -0.40
27 H -4.25 1.62 -0.29
28 H -2.89 1.60 -1.46
29 H -2.71 2.46 0.10
30 C 0.01 1.61 -2.30
31 C -0.01 1.99 -4.66
32 C -0.02 1.09 -3.62
33 C 0.00 3.01 -2.04
34 C 0.00 3.86 -3.13
35 C 0.01 3.37 -4.44
36 H -0.01 1.59 -5.68
37 H -0.03 0.00 -3.72
38 H 0.01 3.35 -1.00
39 H 0.01 4.94 -2.95
40 H 0.03 4.05 -5.27
41 C -0.62 -3.21 2.16
42 O -1.52 -2.82 1.38
43 C 0.45 -4.10 1.53
44 H 1.07 -4.62 2.27
45 H 1.17 -3.52 0.87
46 H -0.03 -4.86 0.86
47 C -0.44 -2.45 3.48
48 H -1.37 -2.54 4.10
49 H -0.23 -1.37 3.33
50 H 0.39 -2.81 4.08
51 F -0.86 2.28 1.85
52 C 0.19 1.36 1.77
53 F 1.34 2.17 1.54
54 F 0.38 0.91 3.10

=====

# 4
A structure of composition C16H30HfN2OP2Se in a non-equilibrium geometry. Source: the OMol25 dataset; level of theory: wB97M-V/def2-TZVPD.

Output
* electronic energy: -3944.64943 a.u.
* E_HOMO (alpha / beta): -6.39 / -6.40 eV
* energy relative to the best compared isomer or geometry (same formula, charge and spin): 0.0 kcal per mole

Cartesian coordinates (Å):
1 Hf 0.06 -0.30 0.41
2 P 2.71 -0.20 0.04
3 P -2.65 0.24 0.40
4 N -0.04 0.81 -1.21
5 H 0.88 -1.91 1.43
6 C 3.32 -1.66 -0.88
7 H 4.41 -1.76 -0.78
8 H 3.07 -1.57 -1.94
9 H 2.84 -2.57 -0.49
10 C 3.81 -0.12 1.50
11 H 4.87 -0.16 1.21
12 H 3.59 -0.96 2.17
13 H 3.62 0.82 2.04
14 C 3.37 1.17 -0.99
15 H 4.47 1.21 -0.96
16 H 2.97 2.13 -0.62
17 H 3.04 1.05 -2.03
18 C -3.49 -1.18 -0.38
19 H -4.57 -1.15 -0.19
20 H -3.07 -2.11 0.01
21 H -3.29 -1.15 -1.46
22 C -3.47 0.32 2.03
23 H -4.55 0.47 1.89
24 H -3.04 1.14 2.61
25 H -3.30 -0.62 2.57
26 C -3.33 1.66 -0.52
27 H -4.41 1.75 -0.35
28 H -3.13 1.52 -1.59
29 H -2.82 2.57 -0.19
30 C -0.05 1.63 -2.26
31 C 0.01 1.95 -4.70
32 C -0.04 1.11 -3.60
33 C -0.06 3.06 -2.12
34 C -0.02 3.89 -3.23
35 C 0.02 3.36 -4.53
36 H 0.04 1.53 -5.71
37 H -0.05 0.02 -3.72
38 H -0.08 3.48 -1.11
39 H -0.01 4.98 -3.10
40 H 0.05 4.01 -5.41
41 C -0.04 -2.69 1.35
42 O -0.84 -2.09 0.34
43 C 0.39 -4.09 0.91
44 H 0.70 -4.67 1.78
45 H 1.24 -4.04 0.23
46 H -0.44 -4.62 0.42
47 C -0.75 -2.74 2.71
48 H -1.77 -3.13 2.63
49 H -0.80 -1.75 3.20
50 H -0.18 -3.40 3.37
51 Se 0.34 2.49 4.59
52 C 0.26 1.48 3.19
53 N 0.19 0.79 2.21

=====

# 5
A structure of composition C16H30IrNO5Si4Te in a non-equilibrium geometry. Source: the OMol25 dataset; level of theory: wB97M-V/def2-TZVPD.

Output
* electronic energy: -2589.09260 a.u.
* E_HOMO: -7.66 eV
* energy relative to the best compared isomer or geometry (same formula, charge and spin): 0.0 kcal per mole

Cartesian coordinates (Å):
1 Ir 2.07 0.99 0.75
2 O 7.28 -1.30 -0.92
3 C 6.14 -0.70 -0.52
4 C 5.59 0.39 -1.21
5 C 4.41 0.92 -0.75
6 N 3.83 0.41 0.34
7 C 4.33 -0.62 1.01
8 C 5.51 -1.21 0.61
9 C 3.47 -1.03 2.21
10 O 3.87 -1.85 2.99
11 O 2.35 -0.37 2.27
12 C 3.65 2.08 -1.35
13 O 4.13 2.72 -2.26
14 O 2.50 2.30 -0.77
15 H 7.61 -0.89 -1.72
16 H 6.05 0.83 -2.09
17 H 5.91 -2.04 1.17
18 C -0.64 2.89 -1.71
19 Si -1.32 2.17 -0.14
20 C -3.08 2.74 0.14
21 C -0.27 2.77 1.32
22 Si -1.28 -0.17 -0.14
23 Te 1.06 -0.81 -0.81
24 Si -2.58 -1.07 -1.87
25 C -4.41 -0.75 -1.59
26 C -2.30 -2.92 -1.93
27 C -2.09 -0.28 -3.49
28 Si -1.63 -1.19 1.95
29 C -3.49 -1.23 2.24
30 C -0.94 -2.93 1.93
31 C -0.82 -0.23 3.33
32 H -0.88 3.96 -1.76
33 H -1.07 2.41 -2.59
34 H 0.44 2.78 -1.76
35 H -3.14 3.83 0.16
36 H -3.49 2.36 1.08
37 H -3.73 2.39 -0.67
38 H -0.01 3.83 1.22
39 H 0.72 2.25 1.41
40 H -0.75 2.61 2.28
41 H -4.77 -1.19 -0.66
42 H -4.98 -1.17 -2.42
43 H -4.63 0.32 -1.55
44 H -2.67 -3.40 -1.02
45 H -1.23 -3.16 -2.02
46 H -2.81 -3.36 -2.79
47 H -2.41 0.76 -3.53
48 H -2.55 -0.81 -4.33
49 H -1.00 -0.30 -3.64
50 H -4.00 -1.78 1.45
51 H -3.91 -0.23 2.27
52 H -3.73 -1.72 3.19
53 H -1.24 -3.48 1.03
54 H -1.29 -3.49 2.80
55 H 0.15 -2.90 1.96
56 H -1.34 0.71 3.54
57 H 0.23 -0.01 3.11
58 H -0.82 -0.82 4.25